Computed, not measured: an isolated ion of composition C4H11N2 and charge +1 at a distorted geometry, with wB97M-V/def2-TZVPD.

Calculated values
HOMO: -14.602 eV
E_tot: -7299.6119 eV
Net charge: +1
Energy relative to the best compared isomer or geometry (same formula, charge and spin): 128.9 kJ/mol

Last columns: bonded neighbours and bond lengths (Å).
Atoms and positions in Å:
1 C -0.1680 -0.7546 -1.7836  N2 1.459, H7 1.089, H8 1.091, H9 1.089
2 N -0.3008 -0.5361 -0.3469  C1 1.459, C3 1.491, C5 1.621, H10 1.022
3 C -1.3518 0.4095 0.1260  N2 1.491, C4 1.528, H11 1.088, H12 1.089
4 C -0.3864 1.0926 1.0942  C3 1.528, C5 1.531, H13 1.084, H14 1.087
5 C 0.7916 0.3623 0.4441  N2 1.621, C4 1.531, N6 1.354, H15 1.199
6 N 1.6884 -0.2814 1.2282  C5 1.354, H16 1.007, H17 1.007
7 H -0.1409 0.2036 -2.3005  C1 1.089
8 H 0.7597 -1.2896 -1.9906  C1 1.091
9 H -1.0065 -1.3372 -2.1639  C1 1.089
10 H -0.3861 -1.4413 0.1199  N2 1.022
11 H -2.2177 -0.0805 0.5660  C3 1.088
12 H -1.6785 1.0493 -0.6926  C3 1.089
13 H -0.3396 2.1746 1.0462  C4 1.084
14 H -0.5269 0.7949 2.1302  C4 1.087
15 H 1.3509 1.0155 -0.3911  C5 1.199
16 H 1.3778 -0.7219 2.0790  N6 1.007
17 H 2.5346 -0.6598 0.8355  N6 1.007